Entry 1:
Computed, not measured: a molecular structure, C2H2CsFO2, with the ωB97M-V functional and the def2-TZVPD basis.

```
8
Properties=species:S:1:pos:R:3:forces:R:3
Cs 3.0995 -3.0663 0.1416 -0.154 0.618 0.251
F -2.0646 -0.0207 0.9502 -1.076 0.290 0.307
O -1.9044 1.6303 -1.1737 0.373 -0.156 0.056
O 0.0417 -0.5436 0.7246 -1.478 0.918 -0.951
C -0.9009 1.0820 -0.8120 -0.188 0.253 -0.112
C -0.9001 0.1105 0.3648 2.137 -1.393 0.442
H 0.0891 1.2075 -1.2930 -0.188 -0.061 0.190
H 2.5399 -0.3999 1.0975 0.573 -0.469 -0.183
```
Positions in Å, forces in eV/Å.

Values from the calculation:
**E_HOMO**: -5.49 eV
**LUMO energy**: -0.02329 Eh
**HOMO-LUMO gap**: 0.1783 Ha


Entry 2:
Computed, not measured: C4H8N2O in the gas phase, with the ωB97M-V functional and the def2-TZVPD basis.

```
15
Properties=species:S:1:pos:R:3:forces:R:3
O 0.6059 -0.2078 1.6475 -0.207 0.021 0.096
N -1.7782 -0.3503 0.1896 -0.179 -0.104 -0.137
N 2.7923 -1.1752 -0.7649 -0.911 0.571 0.577
C 0.5840 1.4303 -0.1413 -0.012 0.066 -0.026
C 1.8825 -0.6668 -0.2622 0.918 -0.507 -0.510
C -0.5303 -0.8283 -0.3926 0.107 -0.122 -0.078
C 0.6397 -0.0497 0.2494 0.055 0.047 -0.286
H 1.3988 1.9852 0.3308 -0.104 -0.134 -0.071
H -0.4875 -0.6924 -1.4806 -0.012 -0.062 0.154
H -0.3268 -0.0526 1.8778 0.145 -0.021 0.028
H -0.3683 1.8439 0.2072 0.152 -0.062 -0.035
H -0.3954 -1.8917 -0.1825 0.043 0.106 0.015
H -2.2645 0.2170 -0.4902 -0.161 0.130 0.186
H -2.3981 -1.1118 0.4398 0.129 0.075 -0.055
H 0.6459 1.5503 -1.2278 0.036 -0.004 0.142
```
Positions in Å, forces in eV/Å.

Values from the calculation:
**E_HOMO**: -10.31 eV
**LUMO energy**: 0.02245 Eh
**HOMO-LUMO gap**: 0.4014 Ha


Entry 3:
Computed, not measured: C3H4N2O in the gas phase, with the ωB97M-V functional and the def2-TZVPD basis.

```
10
Properties=species:S:1:pos:R:3:forces:R:3
O 1.9633 0.0117 -0.2745 0.007 0.036 0.077
N 1.0372 -0.9258 -0.3424 -0.693 0.393 0.008
N -0.0012 -0.3745 0.2342 -0.106 0.379 -0.352
C 0.1442 0.8944 0.7621 0.458 0.288 -0.278
C -1.3699 -0.6898 -0.1679 -0.259 -0.268 -0.039
C 1.4221 1.1102 0.3432 0.151 0.170 0.191
H -1.6873 0.2256 -0.6773 -0.159 -0.416 0.021
H 1.9906 2.0211 0.2681 0.392 -0.233 0.282
H -1.4103 -1.5317 -0.8517 0.083 -0.171 0.157
H -1.9969 -0.8121 0.7128 0.126 -0.178 -0.068
```
Positions in Å, forces in eV/Å.

Values from the calculation:
**E_HOMO**: -9.03 eV
**LUMO energy**: 0.00403 Eh
**HOMO-LUMO gap**: 0.3357 Ha


Entry 4:
Computed, not measured: a molecular structure, C5H9NO, with the ωB97M-V functional and the def2-TZVPD basis.

```
16
Properties=species:S:1:pos:R:3:forces:R:3
O -0.7537 -0.9013 -0.7318 0.000 0.112 0.229
N -2.3383 1.1406 1.6547 0.151 -0.763 -0.883
C 2.1939 -0.2025 0.2132 0.071 -0.061 -0.084
C 0.9578 0.6956 0.3205 -0.019 0.103 0.038
C -0.0231 0.7478 -0.8166 0.358 0.074 -0.063
C -2.0838 -0.5283 -0.3591 -0.261 -0.163 -0.032
C -2.1558 0.4552 0.7398 -0.131 0.479 0.776
H -2.6342 -1.4304 -0.0805 -0.067 0.052 -0.021
H 1.2722 1.7487 0.3777 0.043 -0.056 -0.005
H 2.7287 0.0025 -0.7206 -0.043 -0.048 0.140
H 2.8846 -0.0410 1.0482 -0.089 -0.050 -0.096
H 1.9378 -1.2723 0.2105 0.019 0.157 0.002
H 0.4370 0.5283 1.2766 0.082 0.076 -0.170
H -0.3279 -1.4418 -0.0431 -0.165 0.197 -0.087
H -2.5102 -0.0748 -1.2528 -0.011 -0.084 0.146
H 0.5094 0.5624 -1.7637 0.063 -0.027 0.109
```
Positions in Å, forces in eV/Å.

Values from the calculation:
**E_HOMO**: -7.76 eV
**LUMO energy**: 0.01099 Eh
**HOMO-LUMO gap**: 0.2963 Ha


Entry 5:
Computed, not measured: 2 unconnected molecules or ions with the total composition C2H7N2O, with the ωB97M-V functional and the def2-TZVPD basis.

```
12
Properties=species:S:1:pos:R:3:forces:R:3
O 0.5221 -1.3802 0.9479 -0.122 -1.021 0.932
N -0.7202 1.1443 -1.1304 0.235 0.191 -0.029
N -2.2191 1.2480 0.5723 -0.520 0.095 -0.300
C -1.1424 0.6728 0.1550 -0.285 -0.029 0.554
C 1.6307 -1.3217 0.1139 -0.876 0.385 -0.398
H 0.2213 1.5026 -1.0317 0.215 -0.270 -0.221
H -2.5590 0.8377 1.4430 0.368 -0.059 -0.118
H 2.1085 -2.3055 0.0984 0.306 0.098 0.204
H -1.3032 1.9120 -1.4706 -0.241 0.118 0.191
H 1.3389 -1.1231 -0.9344 0.111 0.162 0.137
H 2.3208 -0.5292 0.4398 0.310 -0.188 -0.158
H -0.1983 -0.6577 0.7969 0.500 0.518 -0.794
```
Positions in Å, forces in eV/Å.

Values from the calculation:
**Charge**: -1
**E_HOMO**: -2.29 eV
**LUMO energy**: 0.15993 Eh
**HOMO-LUMO gap**: 0.2440 Ha


Entry 6:
Computed, not measured: 3 unconnected molecules or ions with the total composition H6O2S, with the ωB97M-V functional and the def2-TZVPD basis.

```
9
Properties=species:S:1:pos:R:3:forces:R:3
S 0.3757 1.0635 -1.2120 -1.205 -0.421 -3.102
O -0.2342 -1.6722 -0.0252 -0.540 -0.143 0.087
O 0.3530 0.2780 1.9760 -0.620 -0.207 -0.466
H 0.3572 0.8311 1.1882 0.359 0.275 0.426
H 0.3151 0.4512 -2.5066 1.540 -0.397 1.195
H -0.0526 -1.6325 0.9386 0.111 0.202 -0.127
H -0.6816 1.3065 -2.1018 -0.444 0.924 1.545
H -0.5999 0.2489 2.1505 0.098 0.006 0.559
H 0.1673 -0.8745 -0.4077 0.702 -0.239 -0.117
```
Positions in Å, forces in eV/Å.

Values from the calculation:
**Charge**: +1
**E_HOMO (spin up / spin down)**: -16.51 / -16.18 eV
**Spin multiplicity**: 2
**LUMO energy (spin up / spin down)**: -0.19459 / -0.39992 Eh
**HOMO-LUMO gap (spin up / spin down)**: 0.4122 / 0.1945 Ha
**Expectation value of S²**: 0.7599


ΔE to the lowest compared entry with this formula, charge and spin list, top to bottom, in kcal per mole: 52.5 31.9 115.2 126.9 27.9 23.3
Calculated total energy list, top to bottom, in eV: -9463.036 -9305.008 -8198.890 -8863.708 -7214.172 -15015.605
Strongest force on any atom list, top to bottom, in Eh/bohr: 0.0503 0.0237 0.0155 0.0229 0.0270 0.0652